Formula: C6H42NO20S2
Source: the Open Molecules 2025 dataset
Level of theory: ωB97M-V with the def2-TZVPD basis set

Summary:
HOMO in eV: -5.138
Multiplicity: 1
E in Eh: -2609.43883
Largest force on an atom in eV/Å: 7.37
Gap between HOMO and LUMO in eV: 6.40
Net charge: -1

Each line ends with the Mulliken charge.
CARTESIAN COORDINATES (ANGSTROEM)
1 C -1.160 4.407 -2.500  -0.709
2 C -2.568 3.813 -1.834  -0.257
3 C -2.549 2.193 -2.099  -0.639
4 C -1.437 1.380 -1.156  -0.063
5 C -0.663 0.308 -2.124  -0.808
6 S -0.163 -1.297 -1.299  1.066
7 O -1.425 -2.185 -1.127  -0.665
8 O 0.916 -1.951 -2.247  -0.634
9 N 0.580 -1.125 0.271  -0.513
10 S 0.770 -2.662 1.088  0.837
11 O 0.908 -3.883 0.099  -0.593
12 O -0.485 -3.018 1.975  -0.598
13 C 2.349 -2.749 2.161  -0.047
14 O 2.592 -4.211 2.381  -0.112
15 O 3.866 -4.477 2.336  -0.396
16 H -0.294 4.300 -1.694  0.232
17 H -0.889 3.789 -3.456  0.282
18 H -1.346 5.519 -2.820  0.088
19 H -2.710 4.123 -0.708  0.219
20 H -3.452 4.317 -2.456  0.162
21 H -3.629 1.705 -1.967  0.251
22 H -2.276 2.041 -3.246  0.281
23 H -1.903 0.926 -0.183  0.331
24 H -0.627 2.206 -0.864  0.114
25 H -1.419 0.021 -2.998  0.292
26 H 0.283 0.792 -2.622  0.280
27 H 2.190 -2.296 3.234  0.141
28 H 3.288 -2.325 1.603  0.202
29 H 4.154 -4.490 1.370  0.297
30 O -3.849 5.826 0.167  -0.536
31 H -3.976 6.053 1.101  0.269
32 H -4.693 6.059 -0.247  0.258
33 O -1.555 7.823 0.010  -0.634
34 H -2.263 7.189 -0.180  0.368
35 H -2.026 8.622 0.292  0.296
36 O 3.311 -6.157 -0.634  -0.682
37 H 2.603 -6.791 -0.823  0.309
38 H 2.840 -5.358 -0.352  0.361
39 O 5.127 -1.945 0.226  -0.621
40 H 5.058 -1.993 -0.739  0.305
41 H 6.041 -2.210 0.409  0.333
42 O 0.813 -1.543 5.072  -0.587
43 H 0.847 -1.228 5.987  0.267
44 H -0.037 -2.006 5.015  0.289
45 O -2.900 -3.417 4.007  -0.634
46 H -2.359 -3.781 3.290  0.346
47 H -3.700 -3.102 3.560  0.297
48 O -2.014 -0.488 5.112  -0.612
49 H -2.473 -1.341 5.098  0.345
50 H -2.503 0.030 5.768  0.297
51 O 1.131 -7.953 -2.367  -0.613
52 H 1.672 -8.317 -3.084  0.305
53 H 0.331 -7.638 -2.814  0.314
54 O 0.300 -2.712 -5.070  -0.700
55 H 0.335 -2.397 -4.154  0.415
56 H -0.550 -3.174 -5.126  0.283
57 O -4.502 0.098 5.491  -0.649
58 H -4.992 -0.707 5.717  0.308
59 H -4.707 0.241 4.555  0.329
60 O 0.304 5.460 1.785  -0.632
61 H -0.497 5.954 1.553  0.317
62 H 1.013 6.117 1.712  0.309
63 O 7.991 -2.476 0.958  -0.618
64 H 8.370 -2.031 1.731  0.293
65 H 8.764 -2.757 0.446  0.293
66 O -3.043 6.916 -3.061  -0.570
67 H -3.844 7.410 -3.293  0.252
68 H -2.334 7.573 -3.134  0.294
69 O 3.292 -1.624 -4.653  -0.666
70 H 3.326 -1.309 -3.738  0.317
71 H 2.442 -2.086 -4.710  0.343